Below is a cluster of 2 separate species, C2H9O in total in a non-equilibrium geometry, with properties calculated with ωB97M-V with the def2-TZVPD basis set.

```
12
Properties=species:S:1:pos:R:3:forces:R:3
O 0.2296 2.8205 0.5999 -1.9 0.5 4.0
C -0.4818 -1.4631 0.2921 -0.1 0.1 -2.1
C 0.3650 -1.9746 -0.9556 -1.7 2.5 -4.2
H -0.3836 -2.1326 -1.9704 1.9 -0.1 3.1
H -0.1883 2.1291 0.1115 -0.1 -2.8 -1.0
H -1.3915 -0.8401 -0.1146 1.8 -0.9 1.0
H -0.2693 3.5166 0.1754 0.0 2.2 -0.7
H 0.2219 -0.9128 0.9557 -0.9 -0.3 -0.1
H 1.1511 -1.2734 -1.5219 -1.7 -0.8 1.9
H -0.9084 -2.3685 0.7804 0.3 0.9 -0.1
H 0.9391 -2.8371 -0.7802 0.3 -1.3 0.4
H -0.3072 2.7812 1.5453 2.0 -0.1 -2.2
```
Positions in Å, forces in eV/Å.

Calculated values
* DFT total energy: -156.44307 Eh
* Kohn-Sham gap: 8.24 eV
* molar mass: 49.093 g/mol
* energy above the lowest of the compared OMol25 structures with the same formula, charge and spin: 27.06 kcal/mol
* strongest force on any atom: 0.1009 hartree/bohr
* charge: +1
* HOMO: -0.522 hartree

Below is a cluster of 2 separate species, C9H14O in total in a non-equilibrium geometry, with properties calculated with ωB97M-V with the def2-TZVPD basis set.

```
24
Properties=species:S:1:pos:R:3:forces:R:3
O -2.2650 3.2354 -0.1685 -1.6 -0.9 2.3
C -2.4516 0.8739 -0.7991 -1.5 0.8 -1.0
C -1.8803 -0.3353 -0.6598 1.9 -3.7 1.5
C -2.1914 1.8826 0.1225 1.5 0.9 3.0
C -1.2618 -0.7914 0.5472 0.3 3.0 -0.2
C 3.7033 0.0657 -1.0292 -0.3 -2.6 0.6
C -1.5878 1.5988 1.3956 -0.1 -2.0 -2.9
C -0.7264 -2.1273 0.8826 -0.6 -0.5 -4.0
C 2.4485 -0.7097 -0.4488 -1.9 0.6 -3.7
C -1.0814 0.2178 1.4632 -1.0 3.8 3.9
H 1.8103 -1.3105 -1.2527 1.7 1.1 1.3
H 4.4034 0.1608 -0.2206 0.3 0.4 0.5
H -1.4774 2.4146 2.1696 0.2 -1.3 -1.1
H -2.0412 3.2515 -1.0542 0.5 0.7 -3.0
H 2.7811 -1.3772 0.2493 0.8 -2.0 1.7
H 1.6168 -0.1599 0.0335 0.9 0.6 -0.2
H -1.2317 -2.5129 1.7286 0.2 -0.6 1.0
H -1.7358 -1.0568 -1.4696 -1.2 0.2 -0.1
H -0.6380 0.1697 2.5059 -0.1 -1.2 -1.4
H 4.3086 -0.4905 -1.7936 -1.0 0.2 0.5
H 0.3494 -2.1622 0.7715 0.3 -0.1 1.0
H -1.0386 -2.7014 -0.0322 0.1 -0.3 1.0
H 3.4664 1.0052 -1.4006 -0.5 1.7 -0.7
H -3.2796 0.8591 -1.5405 1.1 1.1 -0.1
```
Positions in Å, forces in eV/Å.

Calculated values
* DFT total energy: -426.47882 Eh
* Kohn-Sham gap: 9.26 eV
* molar mass: 138.210 g/mol
* energy above the lowest of the compared OMol25 structures with the same formula, charge and spin: 58.96 kcal/mol
* SMILES: Cc1ccc(O)cc1.CC
* strongest force on any atom: 0.1077 hartree/bohr
* charge: 0
* HOMO: -0.309 hartree

Below is a structure of composition C14H32BeNO2P2Si in a non-equilibrium geometry, with properties calculated with ωB97M-V with the def2-TZVPD basis set.

```
53
Properties=species:S:1:pos:R:3:forces:R:3
P -2.0735 0.8778 0.0558 -0.2 0.1 0.3
P 2.5747 -0.4285 -0.6190 -0.1 0.3 -0.4
Si -0.4965 -1.1873 3.5340 0.0 -0.1 -0.2
O -1.0329 -4.0584 -4.6532 -1.3 -1.0 1.8
O -0.2013 -1.2199 0.3590 0.5 0.7 -3.3
N 0.3715 0.9814 -1.9523 -0.1 0.5 -0.1
C 3.4131 -1.8079 -1.4432 0.1 -0.2 0.0
C -2.0962 1.0108 -1.8012 0.6 2.5 0.4
C 0.2427 0.3789 2.7872 0.0 0.2 0.0
C -0.7967 1.5050 -2.4075 -0.4 -0.3 -0.1
C 2.8445 1.0061 -1.7229 0.5 0.0 -0.2
C -3.2777 -0.5005 0.2232 0.1 0.0 0.1
C -3.1793 2.2788 0.4812 0.0 0.1 -0.1
C 0.8234 -2.0676 4.5304 0.1 -0.1 0.1
C -1.9357 -0.7144 4.6351 -0.2 0.0 0.1
C -0.7867 2.4515 -3.4167 -0.1 0.3 0.0
C 0.4220 2.9397 -3.9029 0.0 -0.2 0.1
C 1.5590 1.4953 -2.3679 0.1 -0.1 -0.1
C 3.5281 -0.0591 0.8813 0.1 -0.1 0.2
C 1.6067 2.4654 -3.3490 0.1 0.1 -0.1
Be 0.4118 -0.2656 -0.8738 -0.4 -1.7 3.7
H 1.1399 0.1625 2.1912 -0.3 0.0 0.1
H 0.7178 -1.8158 5.5943 0.2 -0.1 -0.2
H -1.8112 -3.5954 -4.2991 0.4 -0.4 -0.2
H 1.8289 -1.7776 4.1989 -0.1 -0.1 0.1
H 0.5324 1.0676 3.5950 0.0 -0.2 -0.1
H 3.2991 1.8105 -1.1174 -0.2 -0.1 -0.4
H 3.5752 0.7113 -2.4929 -0.2 0.4 0.1
H -2.8558 -1.2033 4.2890 0.1 0.2 0.2
H -2.9053 -1.3747 -0.3259 -0.1 0.2 0.2
H -3.4353 2.2103 1.5477 0.0 0.1 -0.3
H 2.7828 -2.1802 -2.2633 0.3 0.1 0.2
H -1.0275 -2.1540 2.5239 0.1 0.2 0.1
H -2.0937 0.3716 4.6280 0.0 -0.2 0.1
H -2.6378 3.2175 0.3074 -0.2 -0.1 0.1
H -1.7425 2.8078 -3.7989 0.3 0.0 0.1
H -0.6510 -3.4623 -5.2475 0.9 1.4 -1.5
H -4.2646 -0.2052 -0.1585 0.2 -0.1 0.1
H -0.3125 -2.1229 0.0128 0.0 0.2 0.5
H 4.6063 -0.1564 0.6836 -0.3 0.0 0.0
H -4.0949 2.2527 -0.1246 0.1 0.1 0.2
H 3.3139 0.9611 1.2304 0.0 -0.4 -0.1
H -0.4715 0.9050 2.1373 0.3 -0.2 0.2
H -2.8957 1.7292 -2.0455 0.3 -0.4 -0.3
H -1.7397 -1.0383 5.6657 -0.2 0.1 -0.2
H -2.3550 0.0806 -2.1762 -0.5 -1.9 -0.9
H 0.4426 3.6833 -4.6943 0.0 -0.1 0.1
H 0.7269 -3.1563 4.4232 0.1 0.2 0.1
H 3.5499 -2.6152 -0.7098 0.0 0.2 -0.3
H -3.3525 -0.7619 1.2871 0.0 0.0 -0.3
H 2.5835 2.8268 -3.6676 -0.3 0.0 0.0
H 3.2391 -0.7731 1.6664 0.1 0.2 -0.2
H 4.3871 -1.4868 -1.8383 -0.2 -0.2 0.2
```
Positions in Å, forces in eV/Å.

Calculated values
* DFT total energy: -1744.71040 Eh
* Kohn-Sham gap: 7.41 eV
* molar mass: 345.461 g/mol
* energy above the lowest of the compared OMol25 structures with the same formula, charge and spin: 13.58 kcal/mol
* strongest force on any atom: 0.0788 hartree/bohr
* charge: +1
* HOMO: -0.410 hartree

Below is a structure of composition C8H22N2NaO10PS in a non-equilibrium geometry, with properties calculated with ωB97M-V with the def2-TZVPD basis set.

```
45
Properties=species:S:1:pos:R:3:forces:R:3
S 2.0900 -1.1996 3.5785 -2.2 3.3 1.5
P -3.1389 0.0599 2.9433 -0.7 0.4 0.5
Na -0.6125 -0.5411 1.5007 0.0 0.1 1.3
O 2.6073 -0.0115 2.8431 1.5 0.6 -1.1
O 2.0014 -0.8772 4.9775 1.6 0.4 3.0
O -2.8870 -0.7259 1.6113 0.1 -0.1 1.1
O -2.5599 2.5137 -1.7394 1.1 1.1 0.8
O -4.1580 1.1903 2.7256 0.3 -0.5 0.0
O 0.7002 -1.3285 3.2069 -2.9 -1.2 -2.8
O 2.8254 -2.3838 3.3223 2.6 -3.1 -1.3
O -1.7656 0.7875 3.2757 0.0 0.1 0.0
O -3.3837 -0.7610 4.2436 0.2 0.4 -1.7
O 2.6366 -2.2758 -1.1681 -0.3 0.4 -0.1
N 1.2900 0.8155 0.5839 -2.8 0.0 0.6
N -2.8014 -0.6496 -1.0428 1.2 1.8 -1.5
C 1.8615 0.0465 -0.4522 2.0 -0.8 -1.1
C -1.9189 0.2211 -3.1319 -0.1 -0.5 -1.0
C -1.6458 1.6294 -1.0177 -1.5 -0.2 0.0
C -1.7100 0.2006 -1.6313 -0.7 0.3 -0.3
C 3.1910 0.7249 -0.6653 1.9 -1.2 -1.3
C -2.4509 3.8808 -1.2567 -0.4 -1.0 -1.2
C 1.9892 -1.5207 -0.1287 -0.1 1.3 1.0
C 2.7197 -3.6699 -0.9600 -0.1 0.1 0.7
H -2.6608 -0.5734 -0.0455 -0.9 -0.5 1.3
H 1.0167 -1.9515 0.1095 -0.5 0.0 -0.4
H -1.4666 4.3291 -1.3925 0.6 -0.4 0.2
H 1.8154 0.6236 1.4249 0.3 -0.9 1.6
H -2.7225 -1.6094 -1.3473 0.3 -0.1 0.1
H -2.9342 0.4590 -3.4491 -0.1 0.1 0.4
H 3.6759 0.2039 -1.4908 0.6 0.0 -0.3
H -0.6427 2.0545 -0.9831 0.2 -0.1 -0.5
H 3.1509 1.7724 -0.9640 -0.6 0.1 0.0
H -0.7176 -0.2353 -1.5159 0.2 -0.1 0.4
H -2.7680 4.0248 -0.2239 -0.1 -0.3 0.1
H 1.3942 0.0675 -1.4367 -0.8 0.4 0.0
H 2.9145 -3.9466 0.0762 0.8 0.4 0.3
H -1.9822 1.6227 0.0191 -0.1 -0.3 0.2
H -1.2607 0.8127 -3.7681 0.4 0.4 0.4
H -3.0694 4.4522 -1.9489 -0.4 0.1 0.2
H -1.7347 -0.8028 -3.4572 -0.1 -0.3 -0.2
H 3.4740 -4.0506 -1.6485 0.1 0.0 0.2
H 1.8215 -4.2727 -1.0947 -0.8 0.5 -0.7
H 3.8692 0.6694 0.1862 -0.3 -0.2 0.3
H 2.4810 -1.5804 0.8422 0.7 -0.3 0.0
H 1.4664 1.8055 0.4900 -0.2 0.1 -0.6
```
Positions in Å, forces in eV/Å.

Calculated values
* DFT total energy: -2081.73686 Eh
* Kohn-Sham gap (alpha / beta): 4.17 / 4.16 eV
* molar mass: 392.299 g/mol
* spin multiplicity: 2
* expectation value of S²: 0.762
* strongest force on any atom: 0.0830 hartree/bohr
* charge: -3
* HOMO (alpha / beta): 0.062 / 0.062 hartree

Below is a structure of composition C12H8IrN2Se2Te2 in a non-equilibrium geometry, with properties calculated with ωB97M-V with the def2-TZVPD basis set.

```
27
Properties=species:S:1:pos:R:3:forces:R:3
Ir -0.1925 -0.1377 0.1914 0.5 0.4 -0.5
Te -1.9399 -1.6331 3.8322 -1.0 -0.4 -1.5
Te -3.5955 -2.3255 1.6676 1.1 0.5 1.4
Se -0.0884 -0.4234 2.8790 -0.2 0.2 -2.3
Se -2.5145 -1.4380 -0.2929 1.9 1.1 0.5
N 1.7611 1.0225 0.0862 -1.7 -1.1 0.7
N 0.1652 0.3551 -2.0002 -0.8 -0.7 1.8
C 2.5262 1.3386 1.1165 0.2 0.1 0.3
C 2.1361 1.4024 -1.1523 0.4 0.3 -0.6
C 0.8045 1.0679 -4.6157 -0.1 -0.1 0.3
C 2.8659 2.1683 -3.7676 0.4 0.2 0.3
C 3.3252 2.1310 -1.3900 -0.6 -0.4 0.3
C 4.1216 2.4550 -0.2789 -0.3 -0.2 0.1
C 3.6655 2.5027 -2.7221 -0.2 -0.1 -0.5
C -0.6259 0.0204 -3.0047 -0.3 -0.1 -0.3
C 1.6617 1.4354 -3.5650 -0.3 -0.3 0.6
C -0.3389 0.3599 -4.3296 0.2 0.1 0.0
C 1.2929 1.0498 -2.2547 0.6 0.4 -0.3
C 3.7170 2.0560 0.9732 0.0 0.0 -0.2
H 4.5779 3.0585 -2.8792 0.1 0.0 0.0
H 5.0356 3.0111 -0.4311 0.1 0.0 0.1
H -1.0125 0.0661 -5.1167 -0.1 -0.1 0.0
H -1.5264 -0.5379 -2.7739 0.1 0.1 0.0
H 3.1268 2.4516 -4.7763 0.1 0.0 -0.1
H 2.2029 1.0216 2.1019 0.0 0.0 -0.1
H 4.3093 2.2916 1.8410 0.0 0.0 0.2
H 1.0615 1.3492 -5.6270 -0.1 0.0 -0.1
```
Positions in Å, forces in eV/Å.

Calculated values
* DFT total energy: -6014.26711 Eh
* Kohn-Sham gap (alpha / beta): 4.98 / 5.13 eV
* molar mass: 785.547 g/mol
* energy above the lowest of the compared OMol25 structures with the same formula, charge and spin: 47.19 kcal/mol
* spin multiplicity: 2
* expectation value of S²: 0.810
* strongest force on any atom: 0.0444 hartree/bohr
* charge: +2
* HOMO (alpha / beta): -0.539 / -0.545 hartree

Below is a structure of composition C24H27N5O2RbTe, with properties calculated with ωB97M-V with the def2-TZVPD basis set.

```
60
Properties=species:S:1:pos:R:3:forces:R:3
Te 0.7459 1.6069 -2.3925 0.0 0.0 0.0
Rb 0.2385 -0.8445 0.6412 -0.1 0.1 0.0
O -0.5751 -2.8393 2.3639 0.0 0.0 0.0
O 2.9989 -0.1128 1.1580 0.1 0.1 0.0
N 2.4220 2.0449 0.7290 0.0 -0.1 0.0
N -0.7586 1.9335 1.7533 0.0 -0.1 0.0
N 3.9513 0.9587 -0.6298 0.0 0.0 0.0
N -1.0093 -1.4249 4.1723 0.0 0.0 0.0
N -1.0247 -0.3790 3.3034 0.0 0.0 0.0
C -0.7869 -3.7663 4.5334 0.0 0.0 0.0
C 0.4686 0.0277 -8.6483 0.0 0.0 0.0
C -0.7784 -5.9797 6.2359 0.0 0.0 0.0
C -0.7818 -2.5988 3.5700 0.0 0.0 0.0
C -1.7690 1.8330 -4.5447 0.0 0.0 0.0
C -1.2537 0.7677 3.8382 0.0 0.0 0.0
C -2.4155 4.0530 2.4320 0.0 0.0 0.0
C -1.7707 4.0382 1.2064 0.0 0.0 0.0
C -0.5070 -5.0361 4.0411 0.0 0.0 0.0
C -1.0644 -3.6144 5.8898 0.0 0.0 0.0
C -1.0609 -4.7141 6.7348 0.0 0.0 0.0
C 0.5246 0.3838 -7.1858 0.0 0.0 0.0
C -1.4607 0.9508 5.3168 0.0 0.0 0.0
C 1.7732 0.5449 -5.1056 0.0 0.0 0.0
C 3.1041 0.8894 0.4573 -0.1 0.0 0.0
C -0.5732 0.9142 -6.5275 0.0 0.0 0.0
C 3.0776 0.3221 -4.3922 0.0 0.0 0.0
C -0.5301 1.2655 -5.1795 0.0 0.0 0.0
C -0.5009 -6.1375 4.8853 0.0 0.0 0.0
C 0.6533 1.0837 -4.4472 0.0 0.0 0.0
C -1.3978 1.9311 2.9343 0.0 0.0 0.0
C -0.9569 2.9536 0.9202 0.0 0.0 0.0
C -2.2286 2.9954 3.3015 0.0 0.0 0.0
C 1.6899 0.2058 -6.4523 0.0 0.0 0.0
H -2.4587 0.6237 5.6237 0.0 0.0 0.0
H 2.9448 -0.3236 -3.5215 0.0 0.0 0.0
H 2.2986 2.6988 -0.0303 0.0 0.0 0.0
H -1.2810 -2.6226 6.2608 0.0 0.0 0.0
H -2.7429 2.9716 4.2519 0.0 0.0 0.0
H -3.0676 4.8743 2.7041 0.0 0.0 0.0
H -0.4464 2.8967 -0.0371 0.0 0.0 0.0
H -1.4995 1.0601 -7.0762 0.0 0.0 0.0
H -2.5810 1.8964 -5.2715 0.0 0.0 0.0
H -1.5757 2.8268 -4.1364 0.0 0.0 0.0
H 1.6244 1.9404 1.3418 0.0 0.0 0.0
H -0.7745 -6.8378 6.8974 0.0 0.0 0.0
H -0.5584 0.0378 -9.0152 0.0 0.0 0.0
H -0.2793 -7.1215 4.4893 0.0 0.0 0.0
H 3.4751 1.2690 -4.0185 0.0 0.0 0.0
H 2.5653 -0.2126 -6.9416 0.0 0.0 0.0
H 4.2700 0.0373 -0.8900 0.0 0.0 0.0
H -0.2965 -5.1332 2.9843 0.0 0.0 0.0
H -1.8896 4.8341 0.4845 0.0 0.0 0.0
H 0.8820 -0.9663 -8.8304 0.0 0.0 0.0
H -1.3212 1.9891 5.6167 0.0 0.0 0.0
H 1.0436 0.7350 -9.2515 0.0 0.0 0.0
H -0.7534 0.3171 5.8493 0.0 0.0 0.0
H -1.2789 -4.5847 7.7884 0.0 0.0 0.0
H 3.5373 1.4473 -1.4207 0.0 0.0 0.0
H 3.8118 -0.1285 -5.0625 0.0 0.0 0.0
H -2.0917 1.2193 -3.7016 0.0 0.0 0.0
```
Positions in Å, forces in eV/Å.

Calculated values
* DFT total energy: -1647.27610 Eh
* Kohn-Sham gap: 6.31 eV
* molar mass: 630.581 g/mol
* energy above the lowest of the compared OMol25 structures with the same formula, charge and spin: 0.11 kcal/mol
* strongest force on any atom: 0.0020 hartree/bohr
* charge: -1
* HOMO: -0.149 hartree